{
  "formula": "C34H24BrCrF6NO6P2S4",
  "method": "the ωB97M-V functional and the def2-TZVPD basis",
  "species": ["Cr", "S", "P", "C", "P", "S", "C", "C", "C", "C", "C", "C", "C", "C", "C", "C", "C", "C", "C", "C", "C", "C", "C", "C", "C", "C", "C", "C", "C", "C", "H", "H", "H", "H", "H", "H", "H", "H", "H", "H", "H", "H", "H", "H", "H", "H", "H", "H", "H", "H", "F", "C", "F", "F", "S", "O", "O", "N", "S", "O", "O", "C", "F", "F", "F", "Br", "C", "C", "C", "C", "C", "C", "C", "O", "O", "H", "H", "H", "H"],
  "coordinates": [[-0.750, -0.811, 0.035], [0.766, -2.515, 0.868], [1.837, -0.805, 1.154], [0.947, 0.269, 0.182], [1.231, 1.967, -0.041], [0.248, 2.824, -1.515], [0.982, 2.935, 1.493], [1.534, 4.210, 1.619], [1.300, 4.965, 2.759], [0.496, 4.459, 3.777], [-0.077, 3.204, 3.646], [0.167, 2.445, 2.505], [3.039, 2.162, -0.314], [3.519, 2.149, -1.621], [4.885, 2.190, -1.869], [5.786, 2.249, -0.810], [5.314, 2.282, 0.494], [3.946, 2.242, 0.739], [3.550, -1.221, 0.697], [4.347, -1.976, 1.558], [5.596, -2.417, 1.141], [6.050, -2.110, -0.138], [5.249, -1.376, -1.001], [3.996, -0.943, -0.589], [1.974, -0.456, 2.945], [3.040, 0.288, 3.447], [3.061, 0.685, 4.777], [2.015, 0.339, 5.620], [0.962, -0.427, 5.135], [0.944, -0.828, 3.806], [2.145, 4.608, 0.817], [1.734, 5.954, 2.852], [0.309, 5.054, 4.665], [-0.721, 2.809, 4.424], [-0.281, 1.469, 2.391], [2.803, 2.112, -2.435], [5.251, 2.173, -2.889], [6.852, 2.277, -1.003], [6.012, 2.334, 1.322], [3.578, 2.293, 1.756], [3.985, -2.223, 2.550], [6.213, -3.005, 1.810], [7.027, -2.453, -0.462], [5.597, -1.141, -2.000], [3.349, -0.391, -1.260], [3.867, 0.548, 2.796], [3.894, 1.267, 5.153], [2.023, 0.661, 6.655], [0.148, -0.710, 5.792], [0.133, -1.436, 3.427], [-2.789, 0.166, 4.568], [-3.500, -0.447, 3.623], [-3.333, -1.761, 3.743], [-4.782, -0.153, 3.788], [-2.918, 0.121, 1.982], [-1.575, -0.506, 1.933], [-2.984, 1.541, 2.013], [-4.010, -0.594, 1.104], [-3.764, -1.590, -0.092], [-4.292, -1.191, -1.357], [-2.435, -2.217, -0.051], [-4.887, -2.932, 0.442], [-4.850, -3.906, -0.462], [-6.128, -2.466, 0.531], [-4.516, -3.420, 1.621], [-4.552, 2.946, -6.563], [-3.698, 2.089, -5.097], [-3.120, 0.845, -5.291], [-2.477, 0.236, -4.224], [-2.437, 0.863, -2.989], [-3.034, 2.100, -2.805], [-3.668, 2.727, -3.868], [-1.761, 0.209, -1.848], [-0.902, -0.701, -2.002], [-2.040, 0.558, -0.647], [-3.176, 0.361, -6.256], [-2.006, -0.732, -4.338], [-2.978, 2.569, -1.830], [-4.130, 3.696, -3.744]],
  "lowdin_spin": [2.95, -0.02, 0.01, -0.02, 0.01, 0.00, 0.00, 0.00, 0.00, 0.00, 0.00, 0.00, 0.00, 0.00, 0.00, 0.00, 0.00, 0.00, 0.00, 0.00, 0.00, 0.00, 0.00, 0.00, 0.00, 0.00, 0.00, 0.00, 0.00, 0.00, 0.00, 0.00, 0.00, 0.00, 0.00, 0.00, 0.00, 0.00, 0.00, 0.00, 0.00, 0.00, 0.00, 0.00, 0.00, 0.00, 0.00, 0.00, 0.00, 0.00, 0.00, 0.00, 0.00, 0.00, 0.00, 0.02, 0.00, 0.00, 0.00, 0.00, 0.01, 0.00, 0.00, 0.00, 0.00, 0.00, 0.00, 0.00, 0.00, 0.00, 0.00, 0.00, 0.01, 0.00, 0.00, 0.00, 0.00, 0.00, 0.00],
  "spin_multiplicity": 4,
  "lumo_ev": [2.38, 2.38],
  "orbital_gap_ev": [7.19, 7.51],
  "total_energy_ev": -226116.1330,
  "total_charge": -1,
  "fmax_ev_per_a": 0.82
}

***

{
  "formula": "C43H40FeN5O2P2S",
  "method": "the ωB97M-V functional and the def2-TZVPD basis",
  "species": ["Fe", "C", "O", "C", "C", "C", "C", "C", "C", "N", "N", "C", "C", "O", "C", "C", "C", "C", "C", "C", "C", "C", "H", "H", "H", "H", "H", "H", "H", "H", "H", "H", "H", "H", "H", "N", "P", "C", "C", "C", "C", "C", "C", "C", "C", "C", "C", "C", "C", "P", "C", "C", "C", "C", "C", "C", "C", "C", "C", "C", "C", "C", "H", "H", "H", "H", "H", "H", "H", "H", "H", "H", "H", "H", "H", "H", "H", "H", "H", "H", "H", "H", "H", "C", "N", "C", "N", "S", "H", "H", "H", "H", "H", "H"],
  "coordinates": [[0.265, -0.712, -0.107], [0.832, -1.808, -2.960], [1.036, -1.991, -1.536], [2.336, -2.297, -1.134], [3.000, -3.403, -1.507], [4.365, -3.613, -1.065], [4.970, -2.732, -0.258], [4.274, -1.555, 0.320], [2.951, -1.293, -0.302], [2.158, -0.289, -0.056], [2.696, 0.832, 0.485], [1.994, 1.908, 0.371], [0.735, 2.018, -0.468], [0.101, 1.033, -0.887], [0.281, 3.334, -0.820], [0.855, 4.427, -0.288], [1.976, 4.373, 0.631], [2.504, 5.543, 1.168], [3.586, 5.492, 2.032], [4.150, 4.266, 2.358], [3.635, 3.093, 1.827], [2.545, 3.136, 0.964], [1.516, -1.045, -3.332], [0.989, -2.754, -3.473], [-0.199, -1.488, -3.076], [2.529, -4.124, -2.164], [4.896, -4.483, -1.424], [5.997, -2.890, 0.046], [4.904, -0.667, 0.318], [-0.581, 3.384, -1.469], [0.460, 5.406, -0.533], [2.064, 6.495, 0.900], [3.993, 6.404, 2.446], [4.999, 4.224, 3.027], [4.077, 2.138, 2.073], [-0.244, -2.345, 1.324], [0.043, -0.899, 2.233], [-0.954, -0.948, 3.725], [-0.536, -1.714, 4.817], [-1.366, -1.851, 5.916], [-2.610, -1.231, 5.927], [-3.021, -0.462, 4.847], [-2.194, -0.312, 3.744], [1.773, -1.101, 2.744], [2.553, -2.058, 2.166], [4.007, -1.863, 1.973], [4.570, -0.784, 2.822], [3.776, 0.050, 3.541], [2.370, -0.040, 3.468], [-1.563, -2.168, 0.211], [-3.124, -2.331, 1.079], [-3.407, -3.476, 1.828], [-4.599, -3.561, 2.521], [-5.517, -2.516, 2.451], [-5.244, -1.387, 1.695], [-4.039, -1.286, 1.011], [-1.428, -3.665, -0.799], [-0.432, -4.627, -0.665], [-0.410, -5.728, -1.512], [-1.374, -5.869, -2.499], [-2.368, -4.910, -2.640], [-2.397, -3.815, -1.792], [-0.031, -3.247, 1.741], [0.434, -2.197, 4.810], [-1.044, -2.438, 6.766], [-3.258, -1.343, 6.786], [-3.986, 0.027, 4.863], [-2.505, 0.310, 2.914], [2.111, -2.891, 1.634], [4.563, -2.789, 2.123], [5.648, -0.683, 2.857], [4.223, 0.815, 4.163], [1.751, 0.699, 3.961], [-2.702, -4.299, 1.861], [-4.824, -4.441, 3.108], [-6.454, -2.591, 2.988], [-5.964, -0.581, 1.642], [-3.802, -0.389, 0.451], [0.344, -4.537, 0.085], [0.357, -6.483, -1.390], [-1.355, -6.730, -3.154], [-3.125, -5.020, -3.404], [-3.185, -3.077, -1.897], [-5.337, 4.887, 0.084], [-4.448, 3.739, 0.077], [-3.544, 3.460, 1.020], [-3.450, 4.314, 2.051], [-2.547, 2.094, 0.916], [-5.963, 4.846, -0.802], [-4.778, 5.824, 0.062], [-5.993, 4.875, 0.957], [-4.476, 3.094, -0.694], [-4.082, 5.087, 2.175], [-2.826, 4.076, 2.801]],
  "lowdin_spin": [0.01, 0.00, 0.00, 0.01, 0.01, 0.01, 0.00, 0.07, 0.03, 0.01, 0.00, 0.00, 0.00, 0.00, 0.00, 0.00, 0.00, 0.00, 0.00, 0.00, 0.00, 0.00, 0.00, 0.00, 0.00, 0.00, 0.00, 0.00, 0.00, 0.00, 0.00, 0.00, 0.00, 0.00, 0.00, 0.00, -0.01, 0.00, 0.00, 0.00, 0.00, 0.00, 0.00, 0.02, 0.22, 0.05, 0.22, 0.01, 0.31, 0.00, 0.00, 0.00, 0.00, 0.00, 0.00, 0.00, 0.00, 0.00, 0.00, 0.00, 0.00, 0.00, 0.00, 0.00, 0.00, 0.00, 0.00, 0.00, 0.01, 0.02, 0.01, 0.00, 0.02, 0.00, 0.00, 0.00, 0.00, 0.00, 0.00, 0.00, 0.00, 0.00, 0.00, 0.00, 0.00, 0.00, 0.00, 0.00, 0.00, 0.00, 0.00, 0.00, 0.00, 0.00],
  "spin_multiplicity": 2,
  "lumo_ev": [-6.77, -6.78],
  "orbital_gap_ev": [5.48, 5.75],
  "total_energy_ev": -120570.6118,
  "total_charge": 2,
  "fmax_ev_per_a": 0.74
}

***

{
  "formula": "OS2",
  "method": "the ωB97M-V functional and the def2-TZVPD basis",
  "species": ["O", "S", "S"],
  "coordinates": [[-0.093, -0.074, -0.082], [-0.609, 1.534, -0.443], [0.806, -1.379, 0.615]],
  "lowdin_spin": [0.59, 0.71, 0.70],
  "spin_multiplicity": 3,
  "lumo_ev": [-1.40, -2.90],
  "orbital_gap_ev": [8.25, 6.19],
  "total_energy_ev": -23713.3587,
  "total_charge": 0,
  "fmax_ev_per_a": 3.75
}

***

{
  "formula": "C39H34Cl3FNO6",
  "method": "the ωB97M-V functional and the def2-TZVPD basis",
  "species": ["C", "C", "F", "C", "C", "C", "C", "C", "Cl", "N", "C", "Cl", "C", "C", "Cl", "C", "O", "O", "H", "H", "H", "H", "H", "H", "H", "H", "H", "H", "H", "H", "H", "H", "H", "H", "H", "H", "C", "C", "C", "C", "C", "C", "C", "O", "C", "C", "C", "C", "C", "C", "C", "O", "H", "H", "H", "H", "H", "H", "H", "H", "C", "C", "C", "C", "C", "C", "C", "O", "C", "C", "C", "C", "C", "C", "C", "O", "H", "H", "H", "H", "H", "H", "H", "H"],
  "coordinates": [[4.472, 0.691, 2.508], [3.411, 1.380, 1.649], [2.140, 1.117, 2.215], [3.456, 1.051, 0.159], [2.783, -0.229, -0.367], [3.381, -1.505, 0.263], [2.754, -1.981, 1.568], [1.549, -2.906, 1.371], [4.025, -2.927, 2.497], [1.332, -0.231, -0.252], [0.595, 0.964, -0.427], [0.688, 1.565, -2.129], [-0.889, 0.753, -0.067], [-1.151, 0.767, 1.440], [-1.436, -0.758, -0.819], [3.224, -0.394, -1.899], [4.370, 0.026, -2.140], [2.461, -1.044, -2.598], [5.180, 1.431, 2.879], [4.019, 0.230, 3.382], [5.038, -0.050, 1.954], [3.550, 2.458, 1.747], [3.081, 1.908, -0.401], [4.505, 0.978, -0.114], [4.450, -1.354, 0.368], [3.265, -2.321, -0.453], [2.515, -1.173, 2.248], [1.036, -2.681, 0.439], [1.867, -3.942, 1.341], [0.833, -2.779, 2.182], [0.989, -0.676, 0.585], [0.932, 1.811, 0.176], [-1.442, 1.554, -0.544], [-1.951, 1.466, 1.671], [-1.435, -0.221, 1.791], [-0.266, 1.075, 1.992], [0.647, -4.796, -4.363], [0.341, -3.732, -3.523], [-0.324, -3.964, -2.330], [-0.680, -5.256, -1.969], [-0.384, -6.325, -2.824], [0.282, -6.087, -4.019], [-0.778, -7.716, -2.482], [-0.521, -8.651, -3.214], [-1.511, -7.938, -1.199], [-1.927, -9.223, -0.872], [-2.596, -9.451, 0.317], [-2.850, -8.397, 1.188], [-2.441, -7.115, 0.866], [-1.775, -6.880, -0.330], [-1.362, -5.482, -0.665], [-1.582, -4.574, 0.107], [1.179, -4.615, -5.288], [0.637, -2.724, -3.779], [-0.547, -3.135, -1.678], [0.517, -6.920, -4.667], [-1.718, -10.034, -1.556], [-2.921, -10.453, 0.568], [-3.369, -8.579, 2.121], [-2.632, -6.287, 1.533], [0.887, 6.366, -1.808], [0.589, 5.045, -1.490], [-0.450, 4.760, -0.624], [-1.194, 5.788, -0.064], [-0.889, 7.117, -0.374], [0.150, 7.400, -1.253], [-1.651, 8.242, 0.232], [-1.402, 9.398, -0.039], [-2.740, 7.904, 1.198], [-3.439, 8.935, 1.813], [-4.458, 8.644, 2.704], [-4.787, 7.322, 2.981], [-4.092, 6.291, 2.373], [-3.064, 6.577, 1.484], [-2.313, 5.449, 0.856], [-2.612, 4.298, 1.095], [1.697, 6.587, -2.489], [1.164, 4.231, -1.909], [-0.688, 3.734, -0.379], [0.373, 8.430, -1.491], [-3.177, 9.959, 1.586], [-4.999, 9.449, 3.184], [-5.586, 7.097, 3.675], [-4.335, 5.259, 2.582]],
  "lowdin_charge": [-0.04, -0.33, -0.06, -0.09, -0.36, -0.16, -0.67, -0.12, 0.55, -0.01, -0.73, 0.70, -0.74, -0.10, 0.68, -0.74, -0.04, -0.04, 0.07, 0.07, 0.06, 0.13, 0.10, 0.12, 0.10, 0.13, 0.07, 0.06, 0.06, 0.08, 0.08, 0.09, 0.06, 0.07, 0.06, 0.06, -0.05, -0.02, 0.01, -0.08, -0.09, -0.01, -0.28, 0.09, -0.08, -0.01, -0.07, -0.07, -0.01, -0.08, -0.28, 0.10, 0.11, 0.11, 0.06, 0.11, 0.12, 0.10, 0.10, 0.12, -0.05, -0.05, 0.01, -0.08, -0.09, -0.01, -0.28, 0.10, -0.08, -0.01, -0.06, -0.06, 0.00, -0.08, -0.27, 0.11, 0.11, 0.07, 0.09, 0.12, 0.12, 0.10, 0.10, 0.12],
  "lumo_ev": 0.51,
  "orbital_gap_ev": 5.27,
  "total_energy_ev": -95058.6662,
  "total_charge": -1,
  "fmax_ev_per_a": 1.40
}

***

{
  "formula": "C4H7NO",
  "method": "the ωB97M-V functional and the def2-TZVPD basis",
  "species": ["C", "C", "C", "N", "C", "O", "H", "H", "H", "H", "H", "H", "H"],
  "coordinates": [[-1.629, -0.354, 0.418], [-0.213, -0.407, -0.075], [0.215, 0.412, -1.223], [0.581, 0.787, 0.159], [1.883, 0.534, 0.631], [2.299, -0.560, 0.937], [-1.683, -0.595, 1.485], [-2.231, -1.082, -0.133], [-2.040, 0.649, 0.263], [0.321, -1.344, 0.059], [0.992, 0.027, -1.883], [-0.541, 1.034, -1.696], [2.474, 1.452, 0.788]],
  "nbo_charge": [-0.61, -0.08, -0.23, -0.48, 0.55, -0.55, 0.22, 0.21, 0.21, 0.23, 0.21, 0.21, 0.13],
  "lumo_ev": 0.98,
  "orbital_gap_ev": 10.94,
  "total_energy_ev": -7797.8268,
  "total_charge": 0,
  "fmax_ev_per_a": 0.66,
  "smiles": "C[C@H]1CN1C=O"
}

***

{
  "formula": "C2H4N2O",
  "method": "the ωB97M-V functional and the def2-TZVPD basis",
  "species": ["H", "N", "C", "N", "C", "O", "H", "H", "H"],
  "coordinates": [[-1.177, 0.543, -2.176], [-0.418, 0.410, -1.537], [-0.816, -0.134, -0.461], [0.005, -0.427, 0.628], [1.219, 0.297, 0.823], [1.847, -0.055, 1.784], [-1.842, -0.555, -0.373], [-0.279, -1.209, 1.223], [1.460, 1.130, 0.090]],
  "nbo_charge": [0.35, -0.69, 0.28, -0.66, 0.53, -0.56, 0.15, 0.42, 0.17],
  "lumo_ev": 0.81,
  "orbital_gap_ev": 10.74,
  "total_energy_ev": -7166.0923,
  "total_charge": 0,
  "fmax_ev_per_a": 2.27,
  "smiles": "[H]/N=C/NC=O"
}